{"formula": "C2H4O2P2", "method": "ωB97M-V with the def2-TZVPD basis set", "de_lowest_kcal_mol": 52.5, "orbital_gap_ev": 8.2, "energy_ha": -911.7258, "lumo_energy_ev": -2.14, "symbols": ["C", "C", "O", "O", "P", "P", "H", "H", "H", "H"], "xyz": [[-1.142400, -1.159567, -0.485444], [1.327632, 0.197837, 0.387736], [-0.546289, 1.520203, -1.226381], [-1.200505, 1.054470, 1.246848], [-2.684203, -1.316427, -0.166424], [-0.381511, 0.812075, 0.054532], [-0.430419, -1.438982, -1.175029], [1.890171, -0.526154, -0.319802], [1.688709, 1.223465, 0.335982], [1.478815, -0.366918, 1.347982]], "atomic_forces_ev_per_a": [[-3.98, -0.50, 0.36], [0.14, -1.62, -0.34], [0.60, -0.57, 0.22], [0.49, 0.16, 0.36], [2.07, 0.36, 0.05], [-0.45, -0.22, 0.12], [1.76, -0.56, -1.06], [-1.34, 1.75, 0.34], [1.28, -0.15, 0.42], [-0.58, 1.35, -0.47]]}

=====

{"formula": "C2H4O2Rh", "method": "ωB97M-V with the def2-TZVPD basis set", "de_lowest_kcal_mol": 0.0, "orbital_gap_ev": [5.4, 7.0], "multiplicity": 6, "energy_ha": -339.3111, "lumo_energy_ev": [0.05, -2.80], "symbols": ["H", "C", "C", "O", "H", "H", "Rh", "O", "H"], "xyz": [[0.487806, -1.216588, -2.172832], [0.598037, -0.033710, 0.663057], [-0.357558, 0.837915, 0.279230], [-0.661497, 1.164675, -0.959805], [1.473049, -0.235965, 0.035002], [-1.077815, 1.145692, 1.059299], [-0.358355, 0.325926, -2.588388], [0.411620, -0.885855, 1.778473], [-0.515288, -1.102089, 1.905964]], "atomic_forces_ev_per_a": [[-0.19, 0.55, 0.21], [0.52, -2.84, 1.16], [-2.66, 0.84, -0.81], [0.59, 1.31, 5.05], [-0.22, -0.15, 0.55], [0.20, 0.10, -0.45], [0.72, -1.93, -3.74], [1.35, 1.78, -1.92], [-0.31, 0.33, -0.05]]}

=====

{"formula": "C2H4O2S", "method": "ωB97M-V with the def2-TZVPD basis set", "de_lowest_kcal_mol": 48.9, "orbital_gap_ev": [8.2, 8.2], "energy_ha": -627.2062, "lumo_energy_ev": [0.26, 0.27], "symbols": ["C", "C", "O", "O", "S", "H", "H", "H", "H"], "xyz": [[0.102892, 0.301645, 0.092466], [-0.459264, -0.946738, -0.469091], [-0.095049, 2.369619, 1.828757], [1.332103, 0.730504, -0.179860], [-0.856313, 1.210947, 1.354758], [-1.543313, -0.890691, -0.476363], [-0.173425, -1.806240, 0.144048], [-0.099711, -1.125044, -1.483236], [1.792079, 0.155998, -0.811478]], "atomic_forces_ev_per_a": [[-1.85, 2.08, 3.07], [0.14, -0.24, 0.01], [0.32, 0.63, 0.44], [-0.23, -0.15, -0.05], [1.93, -2.40, -3.37], [-0.10, -0.03, -0.03], [0.07, 0.01, -0.06], [-0.08, 0.05, -0.10], [-0.21, 0.04, 0.10]]}

=====

{"formula": "C2H4O2S", "method": "ωB97M-V with the def2-TZVPD basis set", "de_lowest_kcal_mol": 76.7, "orbital_gap_ev": 11.1, "energy_ha": -627.1618, "lumo_energy_ev": 0.61, "smiles": "O=S1(=O)CC1", "symbols": ["C", "C", "O", "O", "S", "H", "H", "H", "H"], "xyz": [[0.576390, -0.000042, 0.874985], [0.500670, 0.039541, -0.808310], [-1.911942, -1.232519, 0.076976], [-1.770399, 1.178153, -0.040720], [-1.076352, -0.068026, 0.024522], [1.182496, -0.942976, 1.097332], [0.860603, 0.812757, 1.423526], [0.749398, 1.035447, -1.426756], [0.889137, -0.822338, -1.221552]], "atomic_forces_ev_per_a": [[-0.90, -3.62, -3.61], [-1.00, 3.79, 0.98], [0.96, -0.56, -0.11], [0.24, 0.90, 0.32], [1.85, 0.07, 0.32], [-1.52, 1.21, 0.13], [0.44, 2.28, 1.09], [-0.79, -2.34, 1.68], [0.72, -1.73, -0.81]]}

=====

{"formula": "C2H4O2S", "method": "ωB97M-V with the def2-TZVPD basis set", "de_lowest_kcal_mol": 94.2, "orbital_gap_ev": 8.7, "energy_ha": -627.1340, "lumo_energy_ev": -1.06, "symbols": ["C", "C", "O", "O", "S", "H", "H", "H", "H"], "xyz": [[-0.514554, 1.132554, 0.324058], [0.933587, -2.059486, -1.050257], [0.431729, -2.901356, -1.679727], [-1.272694, 3.284787, 1.589049], [-0.639151, 2.002235, 1.813298], [-0.487193, 1.878997, -0.427536], [-0.625843, 0.117660, 0.452188], [1.519745, -2.473641, -0.063553], [0.654375, -0.981751, -0.957521]], "atomic_forces_ev_per_a": [[0.01, 4.20, 4.68], [1.17, 0.11, 5.53], [-1.20, -1.23, -2.70], [0.32, 1.40, -0.03], [-0.30, -3.11, -2.66], [-0.50, -0.30, -1.45], [0.40, -2.13, -0.47], [-0.26, 1.30, -1.88], [0.36, -0.23, -1.01]]}

=====

{"formula": "C2H4O2S2", "method": "ωB97M-V with the def2-TZVPD basis set", "de_lowest_kcal_mol": 113.3, "orbital_gap_ev": 7.9, "energy_ha": -1025.2849, "lumo_energy_ev": -0.50, "symbols": ["C", "C", "O", "O", "S", "S", "H", "H", "H", "H"], "xyz": [[-0.842640, -0.402593, 0.883121], [-1.015127, 0.656303, 0.056735], [-0.645500, -1.654562, -1.279201], [1.254019, -0.059161, -1.023185], [0.458986, -0.540419, 1.980132], [-0.278441, -0.264427, -1.442823], [1.455091, 0.534263, 1.667852], [-0.308331, 1.548801, 0.042008], [-1.982944, 0.930173, -0.357566], [1.904886, -0.748378, -0.527075]], "atomic_forces_ev_per_a": [[0.72, -1.80, 5.15], [1.47, 3.01, -2.63], [0.01, -0.37, -0.94], [3.09, -1.26, 0.79], [-0.08, 1.21, -2.11], [0.42, -0.70, 0.07], [-1.50, -1.07, 0.51], [-0.77, -0.63, 0.32], [-0.34, -0.21, 0.37], [-3.02, 1.81, -1.51]]}

=====

{"formula": "C2H4O2S2", "method": "ωB97M-V with the def2-TZVPD basis set", "de_lowest_kcal_mol": 72.8, "orbital_gap_ev": [7.8, 7.8], "energy_ha": -1025.3495, "lumo_energy_ev": [-1.41, -1.41], "smiles": "O=S(=O)=CCS", "symbols": ["C", "C", "O", "O", "S", "S", "H", "H", "H", "H"], "xyz": [[-0.371972, 0.088120, -0.799731], [0.548700, 0.992990, -0.121351], [-1.237159, -2.467515, -0.883086], [1.002675, -2.009072, 0.183367], [-0.094597, 1.634003, 1.510526], [-0.285681, -1.568646, -0.271077], [-1.465158, 0.289024, -1.134135], [1.480760, 0.544717, -0.054789], [0.709944, 2.050704, -0.663761], [-0.287510, 0.445675, 2.234036]], "atomic_forces_ev_per_a": [[-2.47, -2.95, 0.20], [-1.41, 3.60, -0.21], [0.39, 0.34, 0.71], [-0.20, -0.10, 0.43], [0.11, -0.95, 0.44], [-0.18, 2.33, -2.57], [2.14, -0.05, 0.73], [1.84, -0.70, 0.50], [-0.55, -2.53, 0.78], [0.34, 1.01, -1.01]]}

=====

{"formula": "C2H4O3", "method": "ωB97M-V with the def2-TZVPD basis set", "de_lowest_kcal_mol": 93.8, "orbital_gap_ev": 10.9, "energy_ha": -304.1921, "lumo_energy_ev": 1.00, "smiles": "C1OCOO1", "symbols": ["O", "O", "O", "C", "C", "H", "H", "H", "H"], "xyz": [[-0.205736, 1.168490, -0.799907], [0.769987, 1.150666, 0.256499], [-0.156148, -0.939146, 0.085174], [-0.991854, -0.010999, -0.618933], [0.953812, -0.213453, 0.640969], [-1.875050, 0.182590, 0.018780], [-1.352525, -0.403262, -1.548141], [1.900570, -0.604524, 0.259468], [0.956942, -0.330362, 1.706091]], "atomic_forces_ev_per_a": [[0.04, -0.91, -0.48], [-0.38, -0.12, 0.67], [0.41, 0.63, -0.47], [0.37, 0.31, 2.35], [-0.83, -0.38, -1.55], [0.34, 0.23, -0.08], [0.40, -0.15, -0.80], [-0.13, -0.02, -0.38], [-0.23, 0.42, 0.75]]}

=====

{"formula": "C2H4O3", "method": "ωB97M-V with the def2-TZVPD basis set", "de_lowest_kcal_mol": 32.6, "orbital_gap_ev": 10.5, "energy_ha": -304.2897, "lumo_energy_ev": 0.11, "smiles": "O=CO.C=O", "symbols": ["O", "C", "H", "H", "O", "C", "O", "H", "H"], "xyz": [[0.462527, -1.073232, -0.155258], [0.938188, -2.188054, -0.360969], [0.696000, -2.728066, -1.313658], [1.721734, -2.620075, 0.259995], [-1.857260, 1.644954, -0.493628], [-0.826648, 2.040883, 0.107793], [-0.169404, 1.350760, 1.050948], [-0.545988, 3.123174, 0.094268], [-0.419149, 0.449657, 0.810509]], "atomic_forces_ev_per_a": [[0.73, -2.36, -0.07], [-0.70, 2.24, -1.10], [-0.07, 0.13, 0.67], [0.00, -0.15, 0.48], [3.81, 0.79, 1.56], [-3.94, 0.54, -0.39], [-0.26, 0.46, -1.43], [0.24, -0.83, -0.22], [0.19, -0.82, 0.50]]}

=====

{"formula": "C2H4O3P", "method": "ωB97M-V with the def2-TZVPD basis set", "de_lowest_kcal_mol": 21.5, "orbital_gap_ev": 8.3, "charge": -1, "energy_ha": -645.7701, "lumo_energy_ev": 4.00, "symbols": ["C", "C", "O", "O", "O", "P", "H", "H", "H", "H"], "xyz": [[0.769490, -1.113756, 0.287000], [1.080667, 0.371219, 0.343827], [-1.619344, 1.710174, -0.389354], [-2.798019, -0.087678, -1.676598], [1.250140, -1.933413, 1.020568], [-2.075851, 0.242890, -0.406318], [-0.033053, -1.337666, -0.544776], [1.497357, 0.512789, 1.351440], [0.125800, 0.900993, 0.337222], [1.802810, 0.734451, -0.323014]], "atomic_forces_ev_per_a": [[-0.74, 0.93, -1.94], [-0.83, -1.10, 2.84], [-0.22, -1.44, 0.65], [-0.13, -0.77, 0.18], [-0.12, -0.45, 0.04], [-0.52, 2.34, -0.99], [1.34, -0.32, 1.31], [0.12, 0.10, -0.12], [0.39, 0.38, -0.52], [0.70, 0.33, -1.45]]}